No. 1
DFT (ωB97M-V/def2-TZVPD) results for 2 unconnected molecules or ions with the total composition C2H4F2OS at a distorted geometry.

```
10
Properties=species:S:1:pos:R:3:nbo_charge:R:1
C 1.0919 0.4243 1.3879 0.07
C -0.8221 -0.8401 -1.1344 -0.16
O -1.2117 1.5664 -0.6490 -0.89
F 1.2043 1.6576 1.8156 -0.33
F 0.1750 -1.8078 -0.9559 -0.37
S -0.0685 0.8312 -1.0909 1.00
H 0.3037 -0.1628 1.7047 0.15
H 2.1076 0.1850 1.2337 0.15
H -1.3944 -0.8551 -2.0555 0.19
H -1.3858 -0.9987 -0.2562 0.19
```

electronic energy = -20452.293 eV
energy relative to the best compared isomer or geometry (same formula, charge and spin) = 347.3 kJ/mol
HOMO level (spin up / spin down) = -8.594 / -8.714 eV
orbital gap (spin up / spin down) = 7.9667 / 8.9180 eV

No. 2
DFT (ωB97M-V/def2-TZVPD) results for 2 unconnected molecules or ions with the total composition C2H4F2S at a distorted geometry.

```
9
Properties=species:S:1:pos:R:3:nbo_charge:R:1
C -0.2653 -0.5635 1.8576 -0.53
C 0.4556 0.5543 -1.0981 0.47
F 1.8146 0.6338 -1.0242 -0.35
F 0.0686 1.7177 -0.6478 -0.32
S -0.0111 -0.2605 -2.4840 0.09
H 0.0815 0.4835 1.8700 0.18
H -1.3902 -0.8135 1.9062 0.17
H 0.4212 -1.3525 1.6901 0.17
H -1.1748 -0.3994 -2.0698 0.12
```

electronic energy = -18404.533 eV
energy relative to the best compared isomer or geometry (same formula, charge and spin) = 449.5 kJ/mol
HOMO level (spin up / spin down) = -8.876 / -8.242 eV
orbital gap (spin up / spin down) = 8.9453 / 8.3711 eV

No. 3
DFT (ωB97M-V/def2-TZVPD) results for 2 unconnected molecules or ions with the total composition C2H4F2S2 at a distorted geometry.

```
10
Properties=species:S:1:pos:R:3:nbo_charge:R:1
C -2.1319 -2.1544 -0.5037 -0.60
C -2.7965 -1.1173 -0.0510 0.76
F -3.6815 -1.1105 0.9286 -0.31
F -2.8434 0.0952 -0.5925 -0.31
H -2.1008 -3.0296 0.0072 0.22
H -1.5812 -2.1221 -1.4847 0.23
S 3.4729 -1.3191 0.3451 -0.13
S 1.6482 -0.5057 1.0206 -0.12
H 3.1390 -2.6266 0.3482 0.13
H 2.0996 0.0519 2.1351 0.13
```

electronic energy = -29243.047 eV
energy relative to the best compared isomer or geometry (same formula, charge and spin) = 67.8 kJ/mol
HOMO level = -9.290 eV
orbital gap = 9.4693 eV
SMILES = C=C(F)F.SS

No. 4
DFT (ωB97M-V/def2-TZVPD) results for 2 unconnected molecules or ions with the total composition C2H4F2Si at a distorted geometry.

```
9
Properties=species:S:1:pos:R:3:nbo_charge:R:1
C -1.9496 0.2482 0.0992 -0.50
C -0.8464 -0.3599 0.4398 -0.39
F 2.2377 1.1284 0.3456 -0.65
F 2.8502 -1.2266 0.0081 -0.65
Si 1.8003 -0.1026 -0.5216 1.88
H -2.6904 0.3396 0.9902 0.20
H -2.2078 0.9156 -0.7675 0.21
H -0.8118 -0.9553 1.2783 0.16
H 1.6179 0.0128 -1.8722 -0.25
```

electronic energy = -15450.556 eV
energy relative to the best compared isomer or geometry (same formula, charge and spin) = 329.5 kJ/mol
HOMO level = -8.652 eV
orbital gap = 8.8918 eV

No. 5
DFT (ωB97M-V/def2-TZVPD) results for a molecular structure, C2H4F3NO4SYb at a distorted geometry.

```
16
Properties=species:S:1:pos:R:3:nbo_charge:R:1
O 0.3357 -1.6243 1.3773 -0.97
C -0.6883 -1.8915 2.3086 -0.24
Yb 1.8323 0.0665 1.2475 1.75
H -1.6516 -1.4828 1.9648 0.18
H -0.7762 -2.9777 2.4592 0.18
H -0.4515 -1.4350 3.2814 0.15
O 1.0451 -0.9240 -1.0140 -0.81
H 0.2157 -1.6804 0.0187 0.57
N 1.7055 0.3457 -1.0563 -0.86
S 0.8773 1.4173 -1.9018 2.17
O 1.5103 2.7240 -1.6966 -0.95
O 0.5437 0.9774 -3.2576 -0.91
C -0.8202 1.5887 -1.0987 0.71
F -1.3703 2.7495 -1.4132 -0.30
F -0.6739 1.5345 0.2375 -0.36
F -1.6336 0.6120 -1.4568 -0.30
```

electronic energy = -62331.616 eV
HOMO level = -7.738 eV
orbital gap = 5.7149 eV

No. 6
DFT (ωB97M-V/def2-TZVPD) results for a molecular structure, C2H4F3NO5S2Yb at a distorted geometry.

```
18
Properties=species:S:1:pos:R:3:nbo_charge:R:1
N -1.5134 -1.3115 -0.6385 -1.18
S -2.0456 -0.0537 0.3165 1.67
O -0.8513 0.3079 1.2837 -1.12
O -1.9990 1.2191 -0.5747 -1.12
S -0.1730 -1.1936 -1.4490 2.20
O 0.5878 0.0916 -1.2660 -1.07
O -0.2877 -1.6346 -2.8347 -0.90
C 0.9690 -2.4493 -0.6736 0.74
F 1.3801 -2.0296 0.5080 -0.31
F 0.3199 -3.5933 -0.5328 -0.30
F 2.0143 -2.6348 -1.4641 -0.31
Yb -0.0273 1.9659 -0.0567 1.66
O 0.5320 2.9004 1.9417 -0.87
H 0.4080 3.8240 2.1736 0.49
C 0.2630 1.9361 3.2364 -0.26
H 0.6990 0.9645 2.9714 0.27
H -0.5620 2.4459 3.7485 0.23
H 0.9881 2.0869 4.0461 0.18
```

electronic energy = -75217.994 eV
HOMO level = -7.761 eV
orbital gap = 6.7175 eV

No. 7
DFT (ωB97M-V/def2-TZVPD) results for a molecular structure, C2H4F3P at a distorted geometry.

```
10
Properties=species:S:1:pos:R:3:nbo_charge:R:1
C -0.9314 0.1730 -0.1355 -0.77
C 3.2438 0.2484 -0.0728 0.81
F 3.3944 -0.9109 -0.8808 -0.39
F 4.1244 1.1768 -0.4883 -0.33
F 3.5209 -0.1928 1.1730 -0.35
P 0.8030 0.0071 0.1735 0.61
H -1.1844 0.2294 -1.2169 0.20
H -1.4106 1.0432 0.3241 0.20
H 1.1070 -1.2646 -0.3531 0.02
H 0.5556 -0.2118 1.4364 -0.01
```

electronic energy = -19575.724 eV
energy relative to the best compared isomer or geometry (same formula, charge and spin) = 468.8 kJ/mol
HOMO level (spin up / spin down) = -8.770 / -8.813 eV
orbital gap (spin up / spin down) = 7.9747 / 7.9018 eV

No. 8
DFT (ωB97M-V/def2-TZVPD) results for 2 unconnected molecules or ions with the total composition C2H4FI at a distorted geometry.

```
8
Properties=species:S:1:pos:R:3:nbo_charge:R:1
C 0.2416 -0.1038 -0.1454 -0.84
C -3.2980 1.6089 -0.2386 0.26
F -3.5941 2.2561 0.8816 -0.34
I -4.0083 -0.3788 -0.0961 0.08
H -0.8459 0.2570 -0.1700 0.20
H 0.5556 -0.7973 -0.8994 0.22
H 0.8796 0.7367 -0.0368 0.21
H 0.3769 -0.6091 0.7664 0.21
```

electronic energy = -12953.591 eV
energy relative to the best compared isomer or geometry (same formula, charge and spin) = 269.1 kJ/mol
HOMO level = -9.705 eV
orbital gap = 8.6350 eV